The following is a DFT calculation (the ωB97M-V functional and the def2-TZVPD basis) of a 11-piece molecular cluster, C26H72N2O13 overall.

calculated total energy	-2121.18126	Eh
energy above the lowest of the compared OMol25 structures with the same formula, charge and spin	171.95	kJ/mol

Last column: Mulliken charge in e.
Positions of all 113 atoms, in Å:
C  1.806  -2.737  0.633  -1.18
C  1.117  -1.782  -0.532  1.73
C  -0.272  -1.308  0.157  -1.24
C  -1.573  -1.149  -0.807  0.09
N  -2.315  -2.499  -0.780  -0.50
O  1.952  -0.537  -0.522  -0.35
C  2.238  -0.099  -1.928  0.46
O  2.707  1.069  -2.376  -0.60
O  1.895  -1.111  -2.938  -0.29
C  1.248  -2.178  -2.103  -0.41
N  0.168  -2.988  -2.804  -0.43
H  2.977  -2.764  0.438  0.16
H  1.522  -2.315  1.697  0.33
H  1.357  -3.826  0.449  0.31
H  -0.126  -0.266  0.718  0.21
H  -0.549  -2.086  1.015  0.29
H  -1.371  -0.756  -1.890  0.21
H  -2.330  -0.386  -0.295  0.00
H  -2.315  -2.941  -1.725  0.23
H  -3.299  -2.372  -0.447  0.11
H  2.136  -2.977  -2.083  0.28
H  -0.547  -2.314  -3.176  0.30
H  -0.272  -3.692  -2.169  0.26
C  -2.700  2.720  2.839  -0.89
C  -3.333  1.580  2.069  -0.25
O  -2.425  0.492  1.979  -0.31
H  -1.779  3.051  2.349  0.22
H  -3.385  3.569  2.913  0.11
H  -2.425  2.400  3.849  0.38
H  -3.586  1.898  1.053  0.27
H  -4.248  1.235  2.560  0.27
H  -2.213  0.212  2.886  0.20
C  6.343  1.621  -4.788  -0.80
C  5.661  2.973  -4.822  -0.15
O  4.258  2.813  -4.671  -0.49
H  5.960  0.977  -5.587  0.31
H  7.425  1.727  -4.908  0.18
H  6.142  1.109  -3.842  0.27
H  5.847  3.472  -5.778  0.30
H  6.029  3.619  -4.019  0.15
H  4.104  2.377  -3.816  0.29
C  6.043  -3.603  2.375  -1.02
C  5.361  -2.251  2.341  -0.27
O  3.958  -2.412  2.492  -0.43
H  5.660  -4.247  1.577  0.27
H  7.125  -3.497  2.255  0.34
H  5.842  -4.115  3.322  0.32
H  5.547  -1.753  1.385  0.28
H  5.729  -1.606  3.144  0.29
H  3.804  -2.848  3.348  0.25
C  -6.483  6.180  4.399  -1.04
C  -4.983  6.305  4.232  -0.22
O  -4.584  5.745  2.989  -0.49
H  -6.788  5.129  4.356  0.22
H  -6.806  6.603  5.354  0.33
H  -7.007  6.697  3.588  0.38
H  -4.463  5.769  5.031  0.29
H  -4.671  7.354  4.260  0.29
H  -5.045  6.234  2.286  0.26
C  0.347  5.251  2.932  -0.96
C  0.011  5.581  4.372  -0.15
O  -0.559  6.879  4.452  -0.52
H  1.049  5.985  2.523  0.32
H  0.791  4.255  2.854  0.30
H  -0.551  5.287  2.307  0.26
H  0.914  5.566  4.989  0.30
H  -0.701  4.859  4.784  0.18
H  -1.365  6.879  3.908  0.29
C  1.122  -4.694  -6.904  -1.15
C  0.998  -5.099  -5.450  0.21
O  2.047  -4.514  -4.692  -0.51
H  2.088  -5.011  -7.311  0.25
H  0.323  -5.140  -7.503  0.33
H  1.075  -3.605  -7.008  0.42
H  1.068  -6.186  -5.348  0.07
H  0.040  -4.774  -5.032  0.15
H  1.971  -3.549  -4.782  0.25
C  8.869  4.203  -2.303  -0.91
C  9.723  2.974  -2.539  -0.30
O  9.302  2.310  -3.721  -0.50
H  7.814  3.926  -2.212  0.15
H  9.178  4.724  -1.393  0.35
H  8.945  4.895  -3.149  0.33
H  9.627  2.276  -1.702  0.28
H  10.778  3.244  -2.644  0.27
H  9.399  2.936  -4.459  0.30
C  -6.842  -2.242  2.170  -1.11
C  -5.342  -2.117  2.004  0.14
O  -4.944  -2.677  0.761  -0.58
H  -7.148  -3.293  2.128  0.28
H  -7.165  -1.819  3.126  0.35
H  -7.367  -1.725  1.360  0.34
H  -4.822  -2.653  2.803  0.30
H  -5.030  -1.068  2.032  -0.08
H  -5.404  -2.188  0.058  0.29
C  -9.790  5.173  6.954  -1.00
C  -8.937  3.944  6.718  -0.18
O  -9.357  3.280  5.536  -0.53
H  -10.846  4.896  7.045  0.32
H  -9.482  5.694  7.864  0.30
H  -9.715  5.865  6.108  0.29
H  -9.032  3.246  7.555  0.31
H  -7.881  4.214  6.613  0.19
H  -9.261  3.906  4.798  0.31
C  2.187  -9.790  -4.776  -1.02
C  0.886  -9.560  -5.517  -0.27
O  0.925  -8.310  -6.190  -0.48
H  2.364  -8.988  -4.051  0.25
H  2.171  -10.747  -4.248  0.35
H  3.034  -9.784  -5.470  0.33
H  0.045  -9.545  -4.817  0.28
H  0.708  -10.350  -6.252  0.27
H  1.669  -8.337  -6.815  0.27